Model A:
Molecular formula: C20H22O5
Method: DFT, wB97M-V/def2-TZVPD

```
47
Properties=species:S:1:pos:R:3:nbo_charge:R:1
O 4.9578 -1.4698 -0.4235 -0.576
O 2.8119 -0.9516 0.1095 -0.456
O -1.5395 0.8294 1.2511 -0.541
O 0.1689 1.1838 -3.2539 -0.516
O 0.2907 -1.1249 4.9306 -0.716
C 3.8473 -1.0347 -0.7310 0.718
C 3.7226 -0.6315 -2.0907 -0.321
C 2.5549 -0.0263 -2.5213 -0.096
C -2.0002 1.6638 -1.4604 -0.190
C -2.0981 2.1140 -2.7770 -0.208
C 0.7214 -0.9258 1.9544 -0.196
C -0.3152 -1.4967 2.6685 -0.155
C 0.2574 0.7944 -1.9310 0.454
C 1.6234 -0.3472 -0.2819 0.421
C -0.5841 0.4569 0.3024 0.441
C 1.4354 0.1447 -1.5651 -0.247
C -0.7859 0.9661 -0.9969 -0.238
C 0.5856 -0.2736 0.6415 -0.225
C -0.9828 1.7587 2.1742 -0.263
C -1.6267 0.9804 -4.9137 -0.627
C -0.5489 3.2098 -4.4295 -0.619
C 0.6956 -3.2855 4.0410 -0.614
C -1.5653 -2.5368 4.5799 -0.619
C -1.0109 1.8481 -3.8016 0.218
C -0.1917 -2.1025 4.0580 0.179
H 0.1288 -1.4140 5.8364 0.466
H 4.5720 -0.7787 -2.7404 0.241
H 2.4506 0.2561 -3.5834 0.234
H -2.8291 1.7798 -0.7703 0.232
H -3.0038 2.7154 -3.0167 0.228
H 1.7239 -0.8789 2.4153 0.225
H -1.2727 -1.5746 2.1700 0.206
H -0.5779 1.2328 3.0536 0.199
H -1.7847 2.4103 2.5115 0.192
H -0.1787 2.3701 1.7406 0.182
H -0.9480 0.8617 -5.7653 0.217
H -1.9061 -0.0419 -4.5729 0.225
H -2.5743 1.4211 -5.3061 0.220
H 0.2936 3.0363 -5.0934 0.218
H -0.2084 3.8933 -3.6446 0.219
H -1.3460 3.6777 -5.0189 0.216
H 0.7923 -3.7195 5.0393 0.204
H 0.2428 -4.0958 3.4356 0.213
H 1.6465 -2.9717 3.6093 0.223
H -1.4395 -3.0080 5.5726 0.200
H -2.1976 -1.6446 4.7045 0.218
H -2.0076 -3.2703 3.8896 0.214
```

Summary:
HOMO-LUMO gap = 8.13 eV
SMILES string = COc1c2c(c3ccc(=O)oc3c1/C=C/C(C)(C)O)OC(C)(C)C=C2
LUMO energy = 0.00365 hartree
Charge = 0

Model B:
Molecular formula: C20H22O5
Method: DFT, wB97M-V/def2-TZVPD

```
47
Properties=species:S:1:pos:R:3:nbo_charge:R:1
O -3.2651 -3.4946 -0.1467 -0.539
O -2.1033 -1.5747 0.2083 -0.470
O 1.1485 1.8100 0.9872 -0.540
O 0.4991 0.2920 -3.4439 -0.509
O -2.3080 -1.8552 4.8685 -0.738
C -2.6177 -2.6073 -0.5743 0.747
C -2.2493 -2.6445 -1.9963 -0.343
C -1.2839 -1.7629 -2.5563 -0.100
C 1.9818 1.9858 -1.7025 -0.196
C 2.4348 1.8174 -3.0244 -0.205
C -0.7049 0.1414 2.0581 -0.242
C -1.3780 -0.8244 2.8686 -0.149
C 0.2955 0.1611 -2.1010 0.422
C -1.1158 -0.7415 -0.2273 0.358
C 0.5304 0.9401 0.1816 0.367
C -0.6613 -0.7700 -1.5762 -0.205
C 0.9175 0.9996 -1.2187 -0.200
C -0.4599 0.1268 0.6673 -0.141
C 2.4429 1.3833 1.6379 -0.259
C 2.5840 -0.4848 -4.2280 -0.634
C 1.3439 1.4136 -5.1944 -0.608
C -0.5420 -0.1901 5.2343 -0.621
C -2.8631 0.4523 4.5007 -0.618
C 1.7179 0.7688 -3.9098 0.199
C -1.7221 -0.5812 4.3559 0.199
H -2.7397 -2.2826 4.1334 0.464
H -2.6322 -3.3426 -2.7436 0.237
H -1.0321 -1.6666 -3.5886 0.230
H 2.4831 2.7149 -1.0302 0.232
H 3.2949 2.4396 -3.2776 0.229
H -0.7194 1.1344 2.5432 0.215
H -1.5868 -1.8629 2.5500 0.213
H 3.3491 1.8171 1.1235 0.185
H 2.5596 0.2682 1.5229 0.200
H 2.4738 1.7858 2.6651 0.206
H 3.6868 -0.1198 -4.4417 0.214
H 2.5334 -1.2124 -3.3534 0.221
H 2.3070 -1.1298 -5.1299 0.225
H 0.9506 2.4651 -5.0703 0.211
H 2.1396 1.6248 -5.7848 0.214
H 0.5014 0.9082 -5.5680 0.229
H -0.8957 0.0060 6.3254 0.226
H 0.1774 -1.0547 5.1823 0.224
H -0.0156 0.6525 4.7429 0.216
H -3.8483 -0.0718 4.4630 0.223
H -2.9090 0.9958 5.3590 0.206
H -2.6994 1.1697 3.7089 0.203
```

Summary:
HOMO-LUMO gap = 8.06 eV
SMILES string = COc1c2c(c3ccc(=O)oc3c1/C=C/C(C)(C)O)OC(C)(C)C=C2
LUMO energy = -0.00155 hartree
Charge = 0

Name the least stable of them. model B.

Model A:
Molecular formula: C2H8N2
Method: DFT, wB97M-V/def2-TZVPD

```
12
Properties=species:S:1:pos:R:3:nbo_charge:R:1
C 0.9155 -0.9534 -0.6831 -0.421
N 0.4061 -0.4594 0.5983 -0.637
C -0.8552 0.2558 0.5055 -0.057
N -0.7287 1.6209 0.0104 -0.828
H 0.9264 -0.1149 -1.3720 0.182
H 0.3261 -1.7497 -1.1384 0.172
H 1.9518 -1.2203 -0.4977 0.205
H 0.3061 -1.2457 1.2233 0.353
H -1.5888 -0.2762 -0.1159 0.146
H -1.2670 0.3191 1.5031 0.183
H -0.0954 1.6421 -0.7791 0.348
H -0.2969 2.1818 0.7456 0.354
```

Summary:
HOMO-LUMO gap = 10.25 eV
SMILES string = CNCN
LUMO energy = 0.04380 hartree
Charge = 0

Model B:
Molecular formula: C2H8N2
Method: DFT, wB97M-V/def2-TZVPD

```
12
Properties=species:S:1:pos:R:3:nbo_charge:R:1
N -2.2907 -2.2247 -2.5067 -1.090
H -2.6250 -1.3875 -1.9829 0.361
H -1.6741 -2.7422 -1.7805 0.361
H -3.0875 -2.8423 -2.7990 0.368
C 0.8407 0.3125 0.7233 -0.449
C 1.7413 2.1559 1.6256 -0.066
N 1.7109 0.8468 1.7711 -0.397
H 0.0188 -0.2102 1.1818 0.209
H 1.4609 -0.4522 0.1890 0.198
H 0.3863 1.1003 0.1648 0.176
H 1.8566 2.7360 0.7513 0.159
H 1.6618 2.7077 2.6621 0.169
```

Summary:
HOMO-LUMO gap = 9.80 eV
SMILES string = C=NC.N
LUMO energy = 0.02380 hartree
Charge = 0

Model C:
Molecular formula: C2H8N2
Method: DFT, wB97M-V/def2-TZVPD

```
12
Properties=species:S:1:pos:R:3:nbo_charge:R:1
C -0.2227 0.4137 0.9500 -0.227
C -0.8676 0.0601 -0.4433 -0.221
N 0.2620 -0.1977 -1.3732 -0.897
N 0.9775 -0.4449 1.2366 -0.860
H -0.0373 1.4488 1.1807 0.182
H -1.1354 0.1715 1.5730 0.174
H -1.5390 -0.7909 -0.4137 0.180
H -1.5601 0.8550 -0.8154 0.208
H 0.1400 0.0143 -2.2961 0.362
H 0.7894 -1.0482 -1.5344 0.375
H 1.8347 -0.0060 1.6831 0.363
H 1.3585 -0.4758 0.2526 0.361
```

Summary:
HOMO-LUMO gap = 10.23 eV
SMILES string = NCCN
LUMO energy = 0.04400 hartree
Charge = 0

Name the least stable of them. model B.

Model A:
Molecular formula: C2H8N2
Method: DFT, wB97M-V/def2-TZVPD

```
12
Properties=species:S:1:pos:R:3:nbo_charge:R:1
C 0.2463 -0.8599 0.1231 -0.228
C 0.7357 0.5250 -0.1914 -0.231
N -0.2040 1.4898 -0.7576 -0.853
N -0.6375 -0.9357 1.2664 -0.835
H -0.1942 -1.2838 -0.7915 0.162
H 1.1079 -1.5094 0.3043 0.183
H 1.3055 0.9994 0.6019 0.189
H 1.4729 0.3742 -0.9948 0.194
H -0.2618 1.5142 -1.7589 0.365
H -1.1042 1.4810 -0.3390 0.350
H -1.1801 -0.0917 1.3814 0.347
H -1.2865 -1.7029 1.1561 0.358
```

Summary:
HOMO-LUMO gap = 10.28 eV
SMILES string = NCCN
LUMO energy = 0.04166 hartree
Charge = 0

Model B:
Molecular formula: C2H8N2
Method: DFT, wB97M-V/def2-TZVPD

```
12
Properties=species:S:1:pos:R:3:nbo_charge:R:1
C 2.0262 0.8465 -0.6431 -0.435
N 1.4751 1.6641 0.3790 -0.822
H 1.5743 -0.2379 -0.5666 0.184
H 3.1649 0.7371 -0.8191 0.174
H 1.6545 0.9655 -1.7242 0.189
H 2.1664 2.3513 0.3859 0.351
H 1.4629 1.2438 1.2926 0.359
C -2.6163 -1.1569 0.5736 -0.066
N -3.2932 -2.3221 0.2734 -0.596
H -3.0751 -0.4732 1.2896 0.165
H -1.7217 -0.7122 0.1665 0.163
H -2.8180 -2.9060 -0.6075 0.333
```

Summary:
HOMO-LUMO gap = 10.51 eV
SMILES string = C=N.CN
LUMO energy = 0.03021 hartree
Charge = 0

Model C:
Molecular formula: C2H8N2
Method: DFT, wB97M-V/def2-TZVPD

```
12
Properties=species:S:1:pos:R:3:nbo_charge:R:1
C 0.0431 -1.4789 1.4692 -0.038
C 1.0731 0.0931 0.4673 -0.444
N -1.5240 1.3566 -1.8037 -1.056
N -0.0765 -0.7172 0.4755 -0.387
H -1.1732 0.5822 -1.3720 0.358
H -0.7538 -2.2064 1.8114 0.162
H 0.8772 -1.5745 2.0669 0.135
H 0.8060 1.1339 0.1786 0.198
H 1.4454 0.1473 1.4214 0.173
H 1.9473 -0.2566 -0.1435 0.201
H -1.9019 1.0146 -2.6773 0.354
H -0.7627 1.9059 -1.8938 0.343
```

Summary:
HOMO-LUMO gap = 10.86 eV
SMILES string = C=NC.N
LUMO energy = 0.03953 hartree
Charge = 0

Name the least stable of them. model B.

Model A:
Molecular formula: C3H9N2O
Method: DFT, wB97M-V/def2-TZVPD

```
15
Properties=species:S:1:pos:R:3:nbo_charge:R:1
C 0.3982 1.0496 1.2045 -0.640
C 1.0261 -1.0083 -0.1732 -0.653
C 0.9492 0.4326 -0.1026 0.280
N 1.4344 1.1610 -1.0022 0.351
N -1.2418 -0.0695 -1.0527 -1.101
O 1.9063 1.6968 -1.9519 -0.022
H 1.3480 1.1102 1.8041 0.277
H -0.4011 0.4128 1.6612 0.262
H -0.0449 2.0835 1.1878 0.274
H 0.3237 -1.4510 0.6015 0.269
H 0.8907 -1.4288 -1.1446 0.277
H 2.0443 -1.4133 0.1968 0.274
H -1.8168 -0.7150 -1.6748 0.410
H -1.5956 -0.2046 -0.0054 0.362
H -1.6467 0.8856 -1.1604 0.378
```

Summary:
HOMO-LUMO gap = 7.87 eV
LUMO energy = -0.25563 hartree
Charge = +1

Model B:
Molecular formula: C3H9N2O
Method: DFT, wB97M-V/def2-TZVPD

```
15
Properties=species:S:1:pos:R:3:nbo_charge:R:1
C 0.2231 0.7714 -2.3432 0.066
N 1.0290 -0.0295 -1.7300 -0.694
H -0.8590 0.6395 -2.1690 0.188
H 0.5358 1.4752 -3.1189 0.199
H 1.9016 -0.2205 -2.2310 0.393
O -1.1006 1.1368 0.8221 -0.500
C -0.4110 0.6235 1.6912 0.418
C 0.2184 -0.7272 1.5428 -0.343
N -0.0844 -1.3624 0.2031 -0.715
H -0.3004 1.0490 2.7007 0.163
H 1.3136 -0.6021 1.5851 0.253
H -0.0830 -1.3977 2.3697 0.259
H -0.0461 -2.3572 0.2659 0.433
H -1.0025 -1.0629 -0.0916 0.430
H 0.5490 -0.8800 -0.5444 0.451
```

Summary:
HOMO-LUMO gap = 11.31 eV
LUMO energy = -0.12780 hartree
Charge = +1

Model C:
Molecular formula: C3H9N2O
Method: DFT, wB97M-V/def2-TZVPD

```
15
Properties=species:S:1:pos:R:3:nbo_charge:R:1
N 1.3506 -1.5721 -0.9912 -0.679
C 0.0312 -1.0096 -0.2796 -0.319
C 0.2714 0.4450 -0.0025 0.624
N -0.6956 1.0580 0.7455 -0.585
C -1.9811 0.5097 1.1760 -0.428
O 1.1365 1.0261 -0.6437 -0.600
H 1.2066 -2.5109 -1.2739 0.446
H 1.6241 -0.9464 -1.7427 0.467
H 2.0595 -1.3590 -0.2633 0.459
H -0.1478 -1.6348 0.6159 0.248
H -0.9193 -1.1305 -0.8848 0.273
H -0.4408 1.9822 1.0467 0.428
H -1.9252 -0.5235 1.2710 0.200
H -2.3419 0.9037 2.2094 0.241
H -2.7207 0.9396 0.5275 0.225
```

Summary:
HOMO-LUMO gap = 10.26 eV
SMILES string = CNC(=O)C[NH3+]
LUMO energy = -0.13711 hartree
Charge = +1

Name the least stable of them. model A.

Model A:
Molecular formula: C14H42O7
Method: DFT, wB97M-V/def2-TZVPD

```
63
Properties=species:S:1:pos:R:3:nbo_charge:R:1
C -22.0796 -3.3219 -1.3599 -0.635
C -20.6618 -3.4134 -1.9401 -0.060
O -20.3895 -4.7763 -2.1754 -0.721
H -22.8351 -3.6703 -2.0641 0.213
H -22.2929 -2.2773 -1.1333 0.205
H -22.1210 -3.8553 -0.4102 0.199
H -19.9555 -3.0673 -1.1855 0.154
H -20.4744 -2.8561 -2.8579 0.180
H -20.5408 -5.2002 -1.3274 0.464
C -20.5423 -9.1677 -0.5452 -0.645
C -20.8953 -8.4080 0.7323 -0.045
O -20.2505 -7.2173 0.9163 -0.736
H -20.4689 -8.6348 -1.4932 0.228
H -21.1549 -10.0671 -0.6072 0.215
H -19.6186 -9.6676 -0.2538 0.205
H -20.5688 -8.9479 1.6211 0.152
H -21.9750 -8.3028 0.8379 0.149
H -19.7701 -7.1551 1.7451 0.478
C -10.7036 -4.8184 1.9295 -0.642
C -10.5112 -4.8044 3.4248 -0.062
O -9.1324 -4.5685 3.7455 -0.734
H -11.7131 -5.1802 1.7342 0.211
H -9.9672 -5.3750 1.3498 0.220
H -10.7463 -3.8096 1.5190 0.201
H -10.7203 -5.7591 3.9074 0.183
H -11.0424 -3.9611 3.8662 0.162
H -8.8087 -3.7530 3.3559 0.461
C -13.7583 -7.7626 -2.8347 -0.625
C -14.8762 -6.9054 -2.1644 -0.056
O -15.7876 -6.6163 -3.1636 -0.725
H -13.0034 -8.0758 -2.1135 0.206
H -13.3220 -7.1977 -3.6584 0.213
H -14.1990 -8.6972 -3.1819 0.210
H -14.4522 -5.9457 -1.8688 0.150
H -15.4276 -7.4032 -1.3668 0.156
H -16.6480 -6.5334 -2.7459 0.471
C -14.1810 -9.0601 -8.6809 -0.642
C -13.6408 -8.0274 -9.7231 -0.059
O -14.7196 -7.7522 -10.5924 -0.720
H -13.3684 -9.7720 -8.5358 0.202
H -14.9677 -9.6509 -9.1502 0.224
H -14.5042 -8.7912 -7.6752 0.221
H -12.7815 -8.3832 -10.2915 0.155
H -13.3714 -7.0455 -9.3341 0.159
H -14.4543 -6.9614 -11.0676 0.460
C -16.4125 -2.7408 1.4546 -0.638
C -16.5042 -1.1775 1.4879 -0.059
O -17.6520 -0.8139 0.7731 -0.712
H -15.4672 -3.0615 1.8924 0.200
H -16.5597 -3.2165 0.4849 0.218
H -17.1517 -3.2351 2.0849 0.195
H -15.5775 -0.7492 1.1060 0.175
H -16.6307 -0.8889 2.5314 0.156
H -18.3542 -0.8136 1.4276 0.465
C -13.1082 -12.8487 -4.5914 -0.624
C -11.9449 -13.3376 -3.7161 -0.069
O -11.7012 -12.2888 -2.7934 -0.732
H -12.9929 -11.8883 -5.0938 0.221
H -14.0370 -12.8879 -4.0222 0.209
H -13.1347 -13.6432 -5.3372 0.203
H -10.9957 -13.2708 -4.2479 0.167
H -12.1418 -14.2715 -3.1897 0.166
H -11.1482 -12.6637 -2.1039 0.459
```

Summary:
HOMO-LUMO gap = 10.22 eV
SMILES string = CCO.CCO.CCO.CCO.CCO.CCO.CCO
LUMO energy = 0.01308 hartree
Charge = 0

Model B:
Molecular formula: C14H42O7
Method: DFT, wB97M-V/def2-TZVPD

```
63
Properties=species:S:1:pos:R:3:nbo_charge:R:1
C -1.5262 -2.2488 -5.0635 -0.631
C -1.2471 -3.4481 -4.2227 -0.055
O -1.7751 -4.5810 -4.7597 -0.738
H -1.2688 -1.4178 -4.4068 0.205
H -2.5714 -2.1485 -5.3561 0.214
H -0.8182 -2.1117 -5.8809 0.208
H -1.6978 -3.2974 -3.2417 0.150
H -0.2096 -3.6661 -3.9693 0.168
H -2.5856 -4.9288 -4.3804 0.478
C -2.0365 4.7427 -6.5576 -0.644
C -1.4365 4.1956 -5.2342 -0.069
O -2.3591 4.4321 -4.1425 -0.723
H -2.9980 4.2996 -6.8169 0.219
H -1.4179 4.4049 -7.3890 0.210
H -2.0703 5.8283 -6.6496 0.206
H -0.4495 4.5906 -4.9933 0.164
H -1.3853 3.1069 -5.2266 0.180
H -2.2728 5.3699 -3.9561 0.457
C -1.1000 -3.4057 6.4513 -0.640
C 0.0504 -3.4342 7.3961 -0.069
O 0.3756 -2.1359 7.9422 -0.726
H -1.9232 -2.7875 6.8094 0.221
H -1.5108 -4.4079 6.3289 0.212
H -0.8465 -3.1360 5.4261 0.205
H 0.9653 -3.7953 6.9265 0.162
H -0.1692 -4.0108 8.2947 0.174
H 1.1379 -1.8368 7.4412 0.462
C -6.6905 -2.9378 2.8995 -0.633
C -5.3714 -2.3580 2.4313 -0.060
O -5.5405 -2.0413 1.0592 -0.740
H -7.5163 -2.2844 2.6181 0.217
H -6.7369 -2.9017 3.9880 0.211
H -6.9304 -3.8945 2.4357 0.216
H -4.4743 -2.9747 2.4854 0.164
H -5.1502 -1.4049 2.9118 0.157
H -5.0089 -1.2781 0.8214 0.470
C 3.2595 5.3122 -1.5638 -0.638
C 3.5367 5.3591 -0.0926 -0.068
O 3.6767 6.7136 0.4127 -0.714
H 2.1968 5.3723 -1.7986 0.207
H 3.6240 4.3637 -1.9584 0.214
H 3.6802 6.2029 -2.0303 0.206
H 4.5102 4.8882 0.0437 0.155
H 2.7729 4.8694 0.5116 0.183
H 4.3820 7.0638 -0.1364 0.453
C 0.4062 0.4590 0.8571 -0.621
C -0.3425 1.6480 0.0995 -0.051
O -1.3963 1.0042 -0.5934 -0.749
H -0.3223 0.0226 1.5404 0.214
H 1.2662 0.8963 1.3644 0.206
H 0.8018 -0.2333 0.1139 0.214
H 0.2922 2.1227 -0.6488 0.153
H -0.7733 2.4163 0.7415 0.159
H -1.8728 1.5648 -1.2101 0.475
C 5.3756 -2.8855 1.4227 -0.640
C 6.8696 -2.4237 1.2083 -0.065
O 7.0686 -1.0896 1.4435 -0.701
H 5.1161 -3.8396 0.9639 0.217
H 4.7181 -2.3012 0.7790 0.209
H 5.0574 -2.8470 2.4645 0.211
H 7.2758 -2.8282 0.2813 0.157
H 7.3694 -2.8712 2.0674 0.147
H 8.0169 -1.0565 1.2974 0.465
```

Summary:
HOMO-LUMO gap = 10.50 eV
SMILES string = CCO.CCO.CCO.CCO.CCO.CCO.CCO
LUMO energy = 0.01396 hartree
Charge = 0

Name the least stable of them. model A.